1.
38
Properties=species:S:1:pos:R:3 method="wB97M-V/def2-TZVPD" e_above_lowest_ev=0.000 smiles=CN(C)BN(C(C)(C)C)C(C)(C)C energy_ha=-530.2872 orbital_gap_ha=0.319 total_charge=0
B -0.583 -1.161 -0.078
C 0.738 0.055 -2.247
C 0.638 2.245 -1.269
C 2.481 0.510 -0.534
C -1.095 0.152 2.241
C 1.420 -0.575 2.346
C 0.784 1.794 1.894
C -2.156 -2.878 -0.823
C -2.450 -0.582 -1.676
C 0.925 0.698 -0.961
C 0.363 0.376 1.773
N -1.666 -1.522 -0.858
N 0.020 0.213 0.004
H -0.150 -2.067 0.801
H 1.100 -0.892 -2.320
H -0.368 0.098 -2.462
H 1.289 0.650 -2.930
H 0.606 2.408 -2.389
H 1.394 2.978 -0.782
H -0.342 2.710 -0.911
H 2.665 0.637 0.513
H 2.836 -0.567 -0.687
H 3.212 1.117 -1.132
H -1.529 -0.862 2.269
H -1.280 0.477 3.274
H -1.747 0.629 1.584
H 2.217 -0.645 1.567
H 1.041 -1.501 2.728
H 1.766 -0.123 3.387
H 1.662 2.120 1.312
H -0.088 2.244 1.482
H 1.098 1.915 2.947
H -2.369 -3.163 -1.755
H -1.351 -3.432 -0.562
H -3.076 -3.041 -0.158
H -2.513 -0.892 -2.725
H -3.461 -0.533 -1.378
H -2.032 0.411 -1.483

2.
15
Properties=species:S:1:pos:R:3 method="wB97M-V/def2-TZVPD" e_above_lowest_ev=1.360 smiles="C[C@@H](O)[C@@H](O)C=O" energy_ha=-382.9148 orbital_gap_ha=0.406 total_charge=0
C 0.655 1.440 -0.902
C 0.315 0.697 0.380
O -0.960 1.147 0.785
C 0.293 -0.842 0.325
O -0.085 -1.295 1.601
C -0.682 -1.392 -0.698
O -1.589 -2.120 -0.362
H 0.344 2.476 -0.744
H 1.728 1.430 -1.115
H 0.115 1.067 -1.778
H 1.070 0.949 1.142
H -1.142 0.701 1.623
H 1.294 -1.223 0.054
H -0.843 -1.890 1.452
H -0.514 -1.144 -1.762

3.
21
Properties=species:S:1:pos:R:3 method="wB97M-V/def2-TZVPD" energy_ha=-737.5470 orbital_gap_ha=0.282 total_charge=+1
C -1.174 -1.133 1.832
N -0.547 -1.356 0.513
C 0.885 -1.648 0.600
B -1.004 -0.569 -0.559
O -2.230 -0.617 -1.153
N -0.123 0.405 -1.366
C 0.720 1.291 -0.944
N 1.390 2.161 -1.802
N 0.897 1.425 0.426
I -0.290 2.970 1.117
H -1.465 -0.092 1.989
H -2.059 -1.759 1.960
H -0.465 -1.410 2.610
H 1.018 -2.656 0.998
H 1.339 -1.644 -0.392
H 1.418 -0.961 1.261
H -3.009 -0.665 -0.583
H -0.287 0.408 -2.370
H 2.285 1.794 -2.119
H 0.841 2.366 -2.633
H 1.862 1.690 0.615

4.
21
Properties=species:S:1:pos:R:3 method="wB97M-V/def2-TZVPD" e_above_lowest_ev=1.792 energy_ha=-1042.3388 orbital_gap_ha=0.194 total_charge=-1
C 2.635 0.561 -0.525
C 1.811 0.804 -1.634
C 2.252 -0.138 0.550
C 0.534 0.213 -1.577
C 0.846 -0.681 0.520
C -1.897 -0.923 0.949
C 0.311 -1.430 1.544
C -2.436 0.446 -0.766
N 0.084 -0.535 -0.563
N -1.918 -0.688 -0.467
O -1.687 0.312 1.651
O -1.108 2.426 0.210
O -0.986 -1.904 1.396
S -2.186 1.594 0.635
H 3.583 1.056 -0.504
H 2.401 1.067 -2.604
H 2.899 -0.226 1.412
H -0.094 0.358 -2.384
H -2.857 -1.491 1.188
H 0.845 -1.537 2.556
H -3.031 0.716 -1.585

5.
19
Properties=species:S:1:pos:R:3 method="wB97M-V/def2-TZVPD" e_above_lowest_ev=3.265 energy_ha=-1103.0831 orbital_gap_ha=0.236 total_charge=0
N 1.244 0.093 1.524
O -2.613 -1.549 1.227
O -1.652 0.342 3.078
S 0.744 -0.899 -3.126
C 0.285 -0.603 0.955
P -1.391 -0.611 1.761
C 2.540 -1.223 -3.157
C 0.587 -0.171 -1.449
C 0.488 -1.261 -0.387
H 2.169 0.124 1.077
H -3.411 -1.277 1.701
H -0.831 0.752 3.312
H 2.831 -1.677 -4.098
H 3.159 -0.323 -3.042
H 2.850 -1.914 -2.336
H 1.470 0.442 -1.269
H -0.310 0.460 -1.449
H -0.289 -1.988 -0.605
H 1.387 -1.882 -0.371

6.
61
Properties=species:S:1:pos:R:3 method="wB97M-V/def2-TZVPD" e_above_lowest_ev=0.225 smiles="CCc1cccc(C)c1NC(=S)N(CCCN1CCOCC1)Cc1cccnc1" energy_ha=-1588.0782 orbital_gap_ha=0.317 total_charge=0
C -4.536 -0.177 2.644
H -5.265 -0.982 2.582
H -4.722 0.389 3.555
H -3.548 -0.629 2.715
C -4.652 0.732 1.417
C -4.384 -0.030 0.147
C -5.430 -0.638 -0.530
C -5.199 -1.347 -1.694
C -3.913 -1.464 -2.186
C -2.839 -0.879 -1.529
C -3.089 -0.153 -0.363
N -2.008 0.428 0.347
C -1.307 1.501 -0.102
N -0.280 1.934 0.673
C 0.388 3.188 0.360
C 1.744 2.976 -0.251
C 1.872 2.520 -1.560
C 3.137 2.280 -2.068
C 4.231 2.500 -1.243
N 4.124 2.949 -0.005
C 2.914 3.184 0.471
H 2.881 3.561 1.487
H 5.241 2.315 -1.586
H 3.272 1.929 -3.079
H 0.988 2.361 -2.160
H 0.473 3.776 1.279
H -0.253 3.720 -0.350
C 0.179 1.214 1.846
C 0.723 -0.193 1.566
C 1.896 -0.169 0.588
N 2.611 -1.432 0.564
C 3.931 -1.286 -0.031
C 4.674 -2.617 0.064
O 3.973 -3.645 -0.596
C 2.684 -3.783 -0.051
C 1.891 -2.479 -0.143
H 0.915 -2.626 0.321
H 1.746 -2.216 -1.207
H 2.192 -4.573 -0.622
H 2.755 -4.083 1.005
H 5.650 -2.550 -0.420
H 4.806 -2.878 1.125
H 4.484 -0.519 0.516
H 3.863 -0.982 -1.091
H 2.606 0.594 0.916
H 1.538 0.114 -0.418
H -0.069 -0.833 1.178
H 1.069 -0.618 2.509
H 0.979 1.809 2.289
H -0.629 1.149 2.591
S -1.714 2.240 -1.531
H -2.021 0.270 1.345
C -1.454 -1.029 -2.072
H -1.196 -0.149 -2.663
H -1.386 -1.905 -2.712
H -0.724 -1.115 -1.270
H -3.731 -2.022 -3.093
H -6.022 -1.810 -2.218
H -6.435 -0.542 -0.145
H -5.663 1.141 1.379
H -3.961 1.573 1.507